1.
C10H14N2 | wB97M-V/def2-TZVPD

Summary:
Energy relative to the best compared isomer or geometry (same formula, charge and spin), eV: 5.3397
HOMO energy (alpha / beta), eV: -7.01 / -7.16
F_max, hartree/bohr: 0.062
LUMO energy (alpha / beta), eV: -0.11 / 0.64
E, Ha: -498.7562

Cartesian coordinates (Å):
C (-3.497280, -0.778114, -0.174820)
C (-2.315593, -1.357619, -0.657769)
C (-3.388262, 0.518189, 0.258314)
C (-1.090467, -0.713493, -0.574624)
C (-2.184837, 1.205176, 0.305405)
C (-0.997882, 0.602409, -0.050409)
C (2.788319, -0.692778, -0.390913)
C (1.841536, -0.380781, 0.454207)
C (3.088741, -0.315175, -1.846345)
C (1.338650, -0.706680, 1.738021)
N (0.344793, 2.441738, 0.426336)
N (0.167386, 1.266396, -0.220469)
H (-4.447674, -1.362883, 0.014410)
H (-2.333281, -2.332126, -1.153183)
H (-4.277252, 0.942632, 0.735199)
H (-0.158461, -1.245314, -0.750480)
H (-2.347259, 2.228738, 0.683810)
H (3.511845, -1.564243, -0.117899)
H (2.268942, 0.224784, -2.176883)
H (3.117003, -1.263883, -2.312297)
H (4.025944, 0.239450, -1.950185)
H (2.090380, -1.038587, 2.386893)
H (0.485191, -1.417684, 1.676641)
H (0.904792, 0.302672, 2.071241)
H (-0.304519, 2.601621, 1.220601)
H (1.369233, 2.595565, 0.405208)

Force components x, y, z for each atom (eV/Å):
-0.4 -0.9 0.2
0.4 -0.6 -0.4
-1.0 -0.2 1.1
-0.4 -0.2 0.6
-1.6 1.2 1.0
-0.6 -0.3 -1.3
1.6 -1.5 0.0
0.6 0.3 -2.4
0.3 -0.1 2.5
-2.7 1.7 0.3
-0.1 -0.8 -0.2
1.7 -0.2 -0.3
1.3 0.8 -0.7
0.0 0.1 0.5
0.3 0.3 -0.4
-0.2 0.2 -0.5
0.9 -0.4 -0.4
-1.0 1.3 0.2
-1.4 1.3 -1.1
0.3 -0.8 -1.1
-0.2 -0.2 0.0
1.0 -0.6 1.3
0.6 0.4 0.2
0.4 -1.5 0.5
1.4 0.1 -0.2
-1.4 0.6 0.8

2.
C10H14N3O3Tl | wB97M-V/def2-TZVPD

Summary:
HOMO energy, eV: -15.05
Charge: +2
F_max, hartree/bohr: 0.003
LUMO energy, eV: -8.87
E, Ha: -951.1952

Cartesian coordinates (Å):
Tl (0.358507, 0.813244, -0.996994)
C (-3.416412, -0.851181, 5.439390)
C (-2.680219, -0.761393, 4.142661)
N (-2.214782, 0.244666, 3.505302)
O (-2.349302, 1.481985, 3.981260)
C (-2.396753, -2.024829, 3.390681)
C (-2.835732, -3.426137, 3.774459)
N (-1.737917, -1.900740, 2.334038)
O (-1.135593, -1.807331, 1.366104)
H (-3.517929, 0.119383, 5.921413)
H (-2.888095, -1.496347, 6.142169)
H (-4.423367, -1.243177, 5.290169)
H (-2.829236, 1.491334, 4.828295)
H (-3.291044, -3.372342, 4.758663)
H (-1.981427, -4.099613, 3.805726)
H (-3.567660, -3.793451, 3.056213)
O (1.878825, -0.131273, -2.798370)
C (2.579246, 0.707638, -3.724006)
C (2.374297, 2.158607, -3.375546)
C (2.926200, 3.130098, -4.198814)
C (2.767913, 4.462303, -3.868244)
C (2.060040, 4.793657, -2.719560)
C (1.533327, 3.772406, -1.962109)
N (1.682226, 2.474819, -2.278668)
H (2.025836, -1.052843, -3.040172)
H (2.218667, 0.525935, -4.738550)
H (3.646839, 0.479179, -3.690325)
H (3.473764, 2.838739, -5.085612)
H (3.189208, 5.234964, -4.496921)
H (1.918675, 5.821495, -2.419091)
H (0.969153, 3.989033, -1.062212)

Force components x, y, z for each atom (eV/Å):
0.1 0.0 0.0
0.0 0.0 0.0
0.0 0.0 0.0
0.0 0.0 0.0
0.0 0.0 0.0
0.0 -0.1 0.0
0.0 0.0 0.0
0.0 -0.1 0.0
-0.1 0.0 0.1
0.0 0.0 0.0
0.0 0.0 0.0
0.0 0.0 0.0
0.0 0.0 0.0
0.0 0.0 0.0
0.0 0.0 0.0
0.0 0.0 0.0
0.0 0.0 0.0
0.0 0.0 0.0
0.0 0.0 0.0
0.0 0.0 0.0
0.0 0.0 0.0
0.0 0.0 0.0
0.0 0.0 0.0
0.0 0.0 -0.1
0.0 0.0 0.0
0.0 0.0 0.0
0.0 0.0 0.0
0.0 0.0 0.0
0.0 0.0 0.0
0.0 0.0 0.0
0.0 0.0 0.0